[1]
A 10-piece molecular cluster, C47H90F8IN2O14 overall in a non-equilibrium geometry. Source: the Open Molecules 2025 dataset; level of theory: ωB97M-V with the def2-TZVPD basis set.

Positions of all 162 atoms, in Å:
H 6.725 6.956 2.936
F 1.873 -1.915 0.383
C 5.709 6.923 5.096
H -6.332 3.283 -1.294
H 0.887 -3.176 -8.491
H -4.951 -5.991 -5.650
H 1.254 1.583 1.510
C 0.669 4.610 1.453
H 1.533 0.703 -3.187
H 5.654 8.046 5.483
C -0.524 -1.331 -0.144
C -3.836 0.809 5.735
H -6.853 6.480 0.680
O -6.405 1.029 -6.838
F 1.354 -3.600 -2.600
H -4.497 -2.277 1.195
C -4.604 8.919 -2.131
C -3.121 2.244 3.383
H -0.655 2.990 2.343
H 7.374 -4.114 6.331
H -4.578 4.700 -0.142
H 4.800 -6.982 3.146
C -5.497 4.527 0.564
H -3.694 6.764 -3.160
H -6.351 5.792 2.367
H -4.759 9.484 -3.056
H -5.039 9.479 -1.298
C 6.451 -4.549 5.933
H -8.462 3.751 -3.650
O 1.792 0.750 -0.972
O -0.003 3.745 0.462
C -5.893 -3.601 0.890
H 1.665 7.338 1.539
C 5.657 6.904 3.423
H 3.305 0.836 -2.557
H 3.981 6.856 6.372
C -4.993 0.881 -6.850
H 0.809 -2.714 -6.027
H -4.632 0.872 -5.817
C 5.593 -3.480 5.288
C -5.224 7.541 -2.238
H -0.664 -0.402 -0.845
C -4.612 -0.396 -7.570
N 4.430 6.250 5.625
C 1.494 -3.758 -7.791
H -4.450 -5.197 1.067
C 5.523 1.484 2.452
H -8.188 4.837 -5.026
C -7.693 4.248 -4.248
O 5.562 1.084 3.871
H 2.036 7.609 3.434
C -4.303 1.709 4.407
H -3.522 8.846 -1.979
C -5.008 3.567 1.803
H 7.968 -11.387 4.875
C 3.101 3.043 1.908
H 5.318 -2.716 6.021
F 3.727 -1.778 -1.890
C 5.812 -7.397 3.169
C 3.178 5.803 2.386
F -1.747 -2.158 0.027
H -4.168 -4.126 -0.300
H -3.526 -0.522 -7.591
H 3.635 0.270 -0.010
C -4.952 -4.620 0.282
C 2.445 -1.277 -2.513
C 7.607 -11.377 3.842
F 0.001 -1.658 -2.980
C -5.271 -4.429 -7.110
H 3.253 -4.595 -7.798
H 5.349 -9.134 1.969
H 4.675 -3.910 4.876
H 3.289 8.158 2.014
H -5.493 -5.310 -0.371
H -2.884 0.183 5.388
C 7.988 -12.654 3.122
C 0.772 -2.268 -0.540
H -5.062 6.965 -1.322
H -4.117 -6.253 -7.200
C 1.133 -2.180 -2.133
H -6.190 -4.859 -7.521
H 2.374 -3.537 -5.831
H -4.321 -4.484 -8.809
H -7.360 3.323 2.686
H 0.966 -4.691 -7.571
H 5.135 7.941 3.145
H 7.075 -8.700 2.000
H 3.492 2.062 -0.642
H -5.020 6.698 1.382
H 5.937 -7.953 4.102
O -4.649 6.834 -3.327
H 6.275 -0.985 3.412
C 1.749 -2.967 -6.526
F 0.392 -3.674 -0.250
C 2.252 0.346 -2.308
H -5.968 3.724 -5.438
O -0.133 5.528 2.062
H 5.913 -5.042 6.748
H 9.074 -12.781 3.100
H -3.425 1.620 6.509
H -6.250 2.652 -4.071
H 6.747 -5.304 5.198
O 6.744 -6.325 3.163
C 4.764 5.597 2.881
H 6.227 -0.435 5.214
H -5.059 -1.266 -7.078
C -6.708 3.910 -0.354
H -6.662 -4.098 1.488
F 2.659 -1.468 -3.997
C 2.896 1.198 -0.107
O 6.311 -2.850 4.238
H -6.388 -3.012 0.112
C 2.419 1.623 1.424
C -6.752 3.229 -4.856
C -5.957 5.976 1.261
C 6.056 -8.300 1.977
H 4.689 5.367 6.146
O 2.725 -4.071 -8.425
H 6.690 6.445 5.521
H -7.290 4.838 -0.818
F -0.222 -0.770 1.224
H -4.987 -0.384 -8.598
O -6.971 5.129 -3.400
H 8.037 -10.509 3.334
H 5.954 -7.742 1.041
C 2.262 4.490 1.898
H -6.699 1.712 4.927
H -4.699 0.148 6.168
H -1.120 1.958 0.835
H -7.497 3.273 0.259
O 6.195 -11.229 3.853
H 6.603 1.575 1.954
H 7.613 -12.643 2.093
H -4.563 1.750 -7.357
H 4.980 0.626 1.870
H -2.014 1.924 3.670
C 4.693 2.934 2.411
H 7.541 -13.524 3.614
H 7.565 0.330 4.124
H 6.619 -5.832 2.334
C 2.508 7.335 2.385
H -3.491 -5.062 -6.067
C 6.456 -0.059 4.105
O -5.171 -2.720 1.738
H 5.823 -12.001 4.313
H -6.297 5.572 -3.943
I 7.409 4.040 3.582
H 2.289 -2.042 -6.753
H -5.547 -3.665 -6.377
C -4.413 -5.498 -6.465
H 6.544 -3.535 3.589
H -6.777 0.257 -6.378
C -3.400 3.181 2.056
H 2.829 0.795 2.181
O -4.553 -3.798 -8.159
O -2.393 3.722 1.138
H -7.293 2.539 -5.509
C -5.884 2.077 4.169
N 5.429 4.204 2.889
C -1.085 3.073 1.259
C -6.212 3.027 2.832
H -6.301 7.619 -2.411

DFT total energy (hartree): -4102.9197
HOMO-LUMO gap (eV): 4.343
Lowest unoccupied orbital energy (Ha): -0.183
Net charge: +1



[2]
C47H93F3N3NiO21S5 as an isolated structure in a non-equilibrium geometry. Source: the Open Molecules 2025 dataset; level of theory: ωB97M-V with the def2-TZVPD basis set.

Positions of all 173 atoms, in Å:
C 0.304 5.311 4.434
S 2.431 0.821 5.142
H -0.943 1.586 4.444
H 2.439 6.649 2.209
H 5.579 -5.410 -1.517
H -0.345 -2.390 -4.404
H -2.264 2.461 3.444
H -4.753 4.739 6.027
H 3.568 -3.605 4.281
H 0.796 -4.534 1.000
H -2.675 4.586 2.669
H -6.330 -0.430 -3.670
H -1.206 -2.082 0.711
H 2.601 -4.779 5.281
C 1.006 -6.669 1.384
N -3.074 -0.660 -5.143
C 0.574 -5.245 1.762
H -4.338 1.380 2.706
C 0.242 -5.821 -3.731
H -6.284 -0.108 1.785
H 2.621 0.786 -4.093
H 5.301 -3.904 -2.518
C -2.087 -1.043 -4.214
H -0.645 5.893 4.360
H 0.472 -6.891 -3.794
H 1.997 3.792 -1.315
O 2.662 -4.762 -3.267
H -2.186 -5.947 -0.342
H -0.033 -2.712 -0.613
C -1.648 -1.973 -6.237
O 1.245 -5.384 -1.292
H -0.429 -5.091 2.072
H -6.161 3.666 4.453
C -0.427 0.123 6.687
H -2.592 5.033 5.078
C 1.770 0.600 0.510
H 7.081 0.369 -1.956
H 1.189 7.268 4.131
H -7.407 2.285 -2.733
C 2.084 5.822 2.857
H 0.278 4.810 5.398
C -0.064 -0.562 -0.488
H 2.954 5.224 2.922
N 2.040 -0.840 -6.232
O 8.585 2.414 -2.199
C 3.013 -0.082 -6.727
H 2.519 -3.007 5.527
O 0.380 4.304 3.424
H -0.833 -5.734 -3.435
H -2.123 -0.760 -3.193
H -1.285 -2.409 -7.160
H 2.021 -6.696 1.105
H -8.554 -0.516 -2.121
O 1.557 1.497 6.259
O 0.675 -3.428 -2.795
O 3.558 0.201 5.781
O 1.561 -2.423 2.894
O 1.288 1.051 1.651
H -3.084 6.545 4.503
O 1.545 -0.019 4.371
S 7.314 2.377 -2.844
C 4.143 -0.211 -5.962
H -5.214 6.326 5.216
O 1.145 -0.693 0.336
C 6.816 4.965 -3.174
S 1.169 -4.752 -2.618
H -5.173 0.522 4.004
H -0.267 -0.629 5.920
C 3.812 -1.137 -4.909
H 0.322 -0.218 -1.442
C -4.018 -4.722 -0.739
H -1.583 -2.080 -1.014
C 6.412 1.177 -2.010
C -2.959 -5.760 -1.097
H 3.541 2.892 4.850
H 2.835 0.466 -7.639
H 1.843 -2.256 -4.688
H 5.978 5.568 -2.842
H -1.025 0.997 6.318
H 0.918 1.245 8.020
H 1.673 1.215 -0.337
C 3.245 0.260 0.710
H -3.798 0.022 -4.984
H -3.419 -6.710 -1.234
H -5.591 1.192 -3.672
C 0.886 5.039 2.248
H 8.095 6.554 -3.487
C 2.914 2.238 4.240
O 7.225 2.280 -4.269
C -5.793 0.214 -1.622
O -2.340 0.639 1.359
C 0.546 2.579 -2.498
H 0.109 5.602 1.773
O 0.056 -3.764 4.298
H 5.087 0.378 -6.042
H 3.557 1.897 3.447
H 1.667 -0.174 7.359
F 3.705 -0.396 -0.386
H -3.353 -1.049 -7.177
H 5.431 0.895 -2.481
C 2.657 -3.775 4.784
H -6.238 5.144 3.531
C 2.750 2.393 -2.803
C -4.783 5.324 5.083
O -2.415 -5.257 -2.242
C 2.487 -1.510 -5.126
H 6.660 4.739 -4.256
C -8.126 0.408 -1.757
C -3.503 -4.829 -3.071
H 1.218 -1.008 -6.756
C -1.171 -1.859 -4.883
H -0.375 3.046 -2.368
H -5.141 -0.629 -1.478
S -1.960 0.327 2.732
C -5.332 -0.495 2.141
C -4.599 -4.398 -2.121
H 8.183 5.840 -1.734
C 3.761 -5.604 -2.695
O -7.028 0.018 -0.924
O 6.501 3.716 -2.388
H 2.050 2.701 3.815
H -3.823 -5.667 -3.675
N 2.138 1.441 -3.532
H 3.266 -6.431 -2.191
C -1.386 1.827 3.434
H 2.231 6.181 5.020
C 1.457 6.266 4.258
H -4.786 -5.047 -0.003
H 0.811 -7.175 2.332
C 4.850 -4.743 -1.942
H -0.654 2.194 2.690
F 3.984 1.302 1.016
H -0.721 0.260 -0.139
O -1.017 -0.759 3.072
H 4.218 -6.050 -3.581
C -3.529 5.065 3.079
H 4.400 -1.656 -4.189
C 8.076 5.645 -2.833
O -3.249 -0.022 3.539
H -4.848 -0.811 1.251
C -6.203 0.481 -3.064
C -4.624 0.456 3.055
O 1.573 -4.766 2.783
H 8.936 5.111 -3.151
H -8.230 1.057 -3.818
H -4.005 5.840 2.561
C -2.769 -1.234 -6.338
H 0.065 0.966 -3.880
H -5.546 -1.455 2.617
C -7.569 1.216 -2.939
C -3.401 5.551 4.519
H 3.813 2.491 -2.865
H -5.311 1.097 -1.086
C 0.922 0.625 7.165
H -3.003 -4.015 -3.633
H 0.453 -6.916 0.490
H 6.250 1.536 -0.987
C -5.601 4.513 4.002
H -1.006 -0.279 7.568
Ni 1.008 -0.632 2.428
C -0.761 -1.947 -0.345
C 1.788 3.090 -2.122
H 1.190 4.239 1.584
H 0.381 -5.378 -4.710
C 0.765 1.577 -3.363
H -4.797 -3.314 -2.193
H -3.486 -3.843 -0.390
H -8.844 1.001 -1.100
H 4.343 -4.266 -1.083
S 1.279 -3.641 3.657
F 3.469 -0.637 1.780
O -4.608 4.035 3.095
H -5.568 -4.959 -2.331

<S²>: 2.003
DFT total energy (hartree): -7389.3754
HOMO-LUMO gap (alpha / beta) (eV): 8.485 / 7.880
2S+1: 3
Lowest unoccupied orbital energy (alpha / beta) (Ha): -0.048 / -0.071
Net charge: +1